9
Properties=species:S:1:pos:R:3 method="wB97M-V/def2-TZVPD" orbital_gap_ev=7.1 de_lowest_kj_mol=501.2 homo_ev=-7.99 total_energy_ev=-6715.529
C 0.419 0.955 0.041
C -0.819 1.358 0.222
C -1.645 0.377 -0.070
C 0.670 -0.581 0.054
C -0.602 -1.287 0.030
N -1.844 -0.858 -0.207
H 1.279 1.626 -0.097
H 1.214 -0.694 -0.901
H 1.326 -0.896 0.930